Computed, not measured: a structure of composition C34H39BrCuN4O2P2 in a non-equilibrium geometry, with ωB97M-V/def2-TZVPD.

Calculated values
frontier orbital gap (alpha / beta): 4.3 / 7.2 eV
LUMO level (alpha / beta): -0.06 / -0.07 eV
net charge: 0
energy: -6585.4323 Ha
energy above the lowest of the compared OMol25 structures with the same formula, charge and spin: 3.8967 eV
2S+1: 2

Each line ends with the Löwdin charge.
CARTESIAN COORDINATES (ANGSTROEM)
1 Cu -0.36 1.51 -4.52  0.317
2 C -1.66 1.70 -5.96  -0.176
3 C -1.39 0.34 -5.81  -0.177
4 C -0.38 -0.43 -6.63  -0.171
5 C 1.02 0.23 -6.77  -0.160
6 C 1.38 1.11 -5.61  -0.153
7 C 1.19 2.48 -5.49  -0.154
8 C 0.25 3.36 -6.25  -0.169
9 C -0.95 2.65 -6.89  -0.158
10 C 0.04 1.84 -2.63  -0.216
11 H -2.58 2.08 -5.52  0.092
12 H -2.16 -0.29 -5.33  0.085
13 H -0.76 -0.63 -7.64  0.123
14 H -0.25 -1.44 -6.21  0.103
15 H 1.81 -0.54 -6.91  0.124
16 H 1.00 0.78 -7.71  0.105
17 H 2.07 0.64 -4.88  0.084
18 H 1.84 3.02 -4.78  0.123
19 H 0.78 3.94 -7.02  0.126
20 H -0.09 4.11 -5.51  0.125
21 H -1.65 3.43 -7.22  0.122
22 H -0.62 2.13 -7.79  0.111
23 H -0.50 2.77 -2.42  -0.012
24 H 1.11 2.06 -2.71  -0.063
25 H -0.21 0.98 -1.98  -0.078
26 P 1.74 -0.57 -1.98  1.171
27 P -2.14 -0.93 -1.53  0.904
28 N 3.36 0.20 -3.00  -0.177
29 N 2.67 -1.78 -1.31  -0.326
30 N -3.11 0.31 -2.10  -0.133
31 N -3.27 -2.09 -1.15  -0.159
32 C 0.54 -1.52 -3.01  -0.315
33 C -1.04 -1.56 -2.84  -0.207
34 C 3.53 1.57 -2.82  -0.217
35 C 4.60 2.03 -3.59  -0.115
36 C 5.13 0.89 -4.28  -0.117
37 C 4.37 -0.21 -3.87  -0.172
38 C 3.55 -1.39 -0.27  -0.130
39 C 4.31 -2.49 0.07  -0.085
40 C 3.88 -3.60 -0.75  -0.085
41 C 2.88 -3.13 -1.58  -0.128
42 C -3.09 1.69 -1.73  -0.088
43 C -3.67 2.42 -2.75  -0.068
44 C -4.18 1.50 -3.74  -0.094
45 C -3.79 0.23 -3.35  -0.158
46 C -4.64 -2.17 -1.46  -0.093
47 C -5.16 -3.32 -0.90  -0.067
48 C -4.07 -4.01 -0.27  -0.070
49 C -2.93 -3.26 -0.44  -0.090
50 H 0.87 -2.58 -3.03  0.055
51 H 0.78 -1.12 -4.02  0.061
52 H -1.44 -1.11 -3.77  0.046
53 H -1.32 -2.63 -2.91  0.103
54 H 2.92 2.10 -2.10  0.086
55 H 4.96 3.05 -3.65  0.085
56 H 5.97 0.89 -4.96  0.082
57 H 4.52 -1.26 -4.11  0.092
58 H 3.52 -0.38 0.09  0.110
59 H 5.09 -2.48 0.81  0.091
60 H 4.26 -4.61 -0.73  0.088
61 H 2.30 -3.64 -2.34  0.087
62 H -2.76 2.00 -0.74  0.033
63 H -3.72 3.51 -2.83  0.107
64 H -4.70 1.77 -4.66  0.109
65 H -3.94 -0.71 -3.86  0.114
66 H -5.10 -1.43 -2.08  0.090
67 H -6.19 -3.63 -0.96  0.100
68 H -4.15 -4.96 0.24  0.100
69 H -1.90 -3.45 -0.18  0.116
70 Br -1.83 2.17 1.69  0.830
71 C -1.65 0.61 2.71  -0.626
72 C -2.02 0.62 4.05  -0.146
73 C -1.77 -0.49 4.89  -0.114
74 C -1.17 -1.63 4.37  -0.100
75 C -0.88 -1.70 3.01  -0.045
76 C -1.09 -0.60 2.17  -0.192
77 C -0.72 -0.80 0.76  -0.518
78 O 0.28 -1.33 0.32  -0.024
79 O -1.68 -0.30 -0.17  -0.160
80 H -2.54 1.48 4.48  0.094
81 H -2.07 -0.44 5.93  0.095
82 H -0.94 -2.48 5.01  0.099
83 H -0.44 -2.60 2.57  0.114